{
  "formula": "C2H2BrO2S2",
  "method": "ωB97M-V/def2-TZVPD",
  "relative_energy_kj_mol": 182.9,
  "total_charge": -1,
  "elements": ["C", "C", "O", "O", "S", "S", "Br", "H", "H"],
  "xyz": [[-0.061, 0.724, 0.687], [0.547, 0.537, -0.618], [0.824, 0.395, 1.719], [-1.193, 1.131, 0.896], [-1.067, -2.282, -0.629], [2.153, 0.335, -0.812], [-0.625, 0.708, -2.092], [-2.099, -1.446, -0.550], [1.522, -0.102, 1.399]],
  "nbo_charge": [0.6810, -0.3495, -0.6899, -0.5443, -0.8142, 0.0040, 0.1308, 0.0947, 0.4874]
}



{
  "formula": "C2H8O2",
  "method": "ωB97M-V/def2-TZVPD",
  "relative_energy_kj_mol": 45.4,
  "elements": ["C", "C", "O", "H", "H", "H", "H", "H", "H", "O", "H", "H"],
  "xyz": [[1.868, -0.447, 0.733], [1.934, 0.761, -0.280], [1.830, 0.281, -1.614], [2.763, -0.977, 0.411], [1.931, -0.002, 1.730], [0.934, -1.002, 0.665], [2.906, 1.206, -0.041], [1.207, 1.588, -0.114], [2.496, -0.412, -1.536], [-5.710, -0.280, -0.291], [-6.636, -0.013, -0.218], [-5.523, -0.701, 0.554]],
  "nbo_charge": [-0.6340, -0.0622, -0.6959, 0.1910, 0.2129, 0.2147, 0.1447, 0.1767, 0.4521, -0.9339, 0.4672, 0.4667]
}



{
  "formula": "C12H10O2",
  "method": "ωB97M-V/def2-TZVPD",
  "relative_energy_kj_mol": 104.1,
  "elements": ["O", "C", "C", "C", "C", "C", "C", "C", "C", "C", "C", "C", "C", "O", "H", "H", "H", "H", "H", "H", "H", "H", "H", "H"],
  "xyz": [[-0.933, 1.945, -1.180], [-1.523, 1.004, -0.427], [-2.898, 0.842, -0.522], [-3.615, -0.307, -0.019], [-2.804, -1.205, 0.757], [-1.422, -1.122, 0.710], [-0.799, -0.019, 0.112], [0.726, -0.075, -0.107], [1.326, -1.184, -0.632], [2.792, -1.334, -0.744], [3.485, -0.238, -0.204], [2.883, 0.816, 0.487], [1.584, 0.876, 0.590], [1.016, 1.969, 1.099], [0.099, 2.015, -0.940], [-3.448, 1.581, -1.202], [-4.697, -0.321, 0.006], [-3.230, -2.066, 1.267], [-0.831, -1.831, 1.186], [0.682, -1.880, -1.248], [3.329, -2.196, -1.146], [4.533, -0.275, -0.335], [3.569, 1.503, 0.930], [0.176, 1.501, 1.563]],
  "nbo_charge": [-0.6669, 0.2924, -0.2469, -0.1888, -0.2320, -0.1886, -0.1447, -0.1388, -0.1656, -0.2409, -0.1666, -0.2948, 0.2888, -0.6679, 0.5084, 0.2251, 0.2243, 0.2134, 0.2170, 0.2195, 0.2268, 0.2056, 0.2288, 0.4922]
}



{
  "formula": "CHBrClNO",
  "method": "ωB97M-V/def2-TZVPD",
  "relative_energy_kj_mol": 86.2,
  "elements": ["O", "C", "Br", "N", "Cl", "H"],
  "xyz": [[0.909, -1.400, 0.332], [0.696, -0.298, -0.014], [1.899, 1.128, -0.046], [-0.704, 0.258, -0.438], [-2.037, -0.694, -0.096], [-0.763, 1.006, 0.262]],
  "nbo_charge": [-0.4844, 0.5641, 0.0604, -0.6658, 0.1446, 0.3811]
}